{"formula": "C27H21CuF5N3O7S", "method": "ωB97M-V/def2-TZVPD", "homo_lumo_gap_ev": [6.805, 7.398], "e_homo_ev": [-4.30, -4.91], "s_squared": 0.756, "multiplicity": 2, "charge": -1, "e_tot_ha": -4270.5741, "e_above_lowest_ev": 0.712, "elements": ["Cu", "C", "C", "C", "C", "C", "C", "N", "C", "C", "C", "C", "C", "N", "C", "C", "C", "C", "C", "C", "N", "H", "H", "H", "H", "H", "H", "H", "H", "H", "H", "H", "H", "H", "H", "H", "F", "C", "F", "H", "F", "C", "F", "F", "S", "O", "O", "O", "O", "C", "O", "C", "C", "C", "C", "O", "C", "O", "C", "C", "H", "H", "H", "H", "H"], "coordinates": [[0.266, -1.159, -0.341], [1.514, -2.610, -3.338], [2.433, -1.500, -2.928], [3.695, -1.352, -3.498], [4.542, -0.366, -3.026], [4.099, 0.472, -2.019], [2.819, 0.272, -1.523], [2.012, -0.690, -1.962], [2.270, 1.117, -0.437], [2.508, 2.486, -0.394], [1.890, 3.225, 0.595], [1.071, 2.582, 1.508], [0.905, 1.206, 1.422], [1.509, 0.495, 0.461], [0.040, 0.434, 2.350], [-0.571, 1.000, 3.464], [-1.341, 0.189, 4.280], [-1.459, -1.154, 3.977], [-0.821, -1.650, 2.838], [-0.877, -3.103, 2.482], [-0.113, -0.854, 2.046], [1.575, -3.395, -2.581], [1.796, -3.017, -4.309], [0.486, -2.252, -3.363], [4.015, -2.018, -4.290], [5.541, -0.271, -3.433], [4.736, 1.232, -1.587], [3.113, 2.959, -1.154], [2.024, 4.298, 0.645], [0.561, 3.155, 2.269], [-0.450, 2.049, 3.697], [-1.834, 0.603, 5.151], [-2.042, -1.822, 4.598], [-1.625, -3.630, 3.072], [0.105, -3.546, 2.659], [-1.091, -3.209, 1.421], [-1.740, -1.925, -2.444], [-1.238, -2.448, -1.256], [-2.354, -2.613, -0.434], [-0.877, -3.462, -1.491], [4.166, -4.748, 1.196], [2.907, -4.485, 0.810], [2.086, -5.112, 1.672], [2.730, -5.049, -0.403], [2.570, -2.645, 0.714], [3.694, -2.177, -0.049], [2.510, -2.230, 2.087], [1.291, -2.722, -0.006], [-0.127, 1.490, -2.041], [-1.001, 1.183, -1.235], [-1.056, 0.168, -0.457], [-2.199, 2.110, -1.050], [-2.825, 2.656, -2.160], [-3.970, 3.448, -2.038], [-4.435, 3.671, -0.768], [-5.522, 4.424, -0.366], [-5.627, 4.226, 1.034], [-4.472, 3.541, 1.485], [-3.805, 3.138, 0.345], [-2.693, 2.345, 0.239], [-2.408, 2.442, -3.135], [-4.465, 3.875, -2.899], [-6.521, 3.628, 1.258], [-5.702, 5.196, 1.535], [-2.218, 1.899, 1.103]], "forces_ev_per_a": [[-1.3, -0.4, -0.9], [0.0, 0.1, 0.1], [0.1, 0.0, -0.1], [0.0, 0.1, 0.0], [0.0, 0.0, -0.1], [-0.1, 0.0, 0.1], [0.1, -0.1, -0.2], [0.1, 0.0, 0.1], [-0.1, 0.0, 0.2], [0.0, 0.0, 0.1], [0.1, -0.1, -0.1], [-0.1, 0.0, 0.2], [0.3, 0.1, -0.3], [0.0, 0.4, -0.1], [-0.2, -0.3, 0.2], [0.1, 0.1, -0.1], [0.0, -0.1, 0.0], [0.0, 0.1, -0.1], [-0.1, 0.0, 0.2], [0.1, 0.1, -0.1], [0.0, 0.1, 0.1], [0.0, -0.1, 0.0], [0.0, 0.0, 0.0], [0.0, 0.0, 0.0], [0.0, 0.0, 0.0], [0.0, 0.1, 0.0], [0.0, 0.0, 0.0], [0.0, 0.0, 0.0], [0.0, 0.0, 0.0], [0.0, 0.0, 0.0], [0.0, 0.0, 0.0], [0.0, 0.0, 0.0], [0.0, 0.0, 0.0], [0.0, 0.0, 0.0], [0.0, 0.0, 0.0], [-0.1, 0.0, 0.0], [0.0, -0.1, 0.1], [0.7, 0.5, 0.4], [0.1, 0.0, -0.1], [-0.1, 0.0, 0.0], [-0.2, 0.1, 0.0], [-0.1, 0.2, -0.2], [0.1, 0.1, -0.1], [0.1, 0.0, 0.3], [1.0, -1.5, 0.5], [-0.1, 0.2, -0.2], [-0.2, 0.1, 0.1], [0.7, -0.6, 0.3], [0.0, -0.1, -0.1], [-0.4, 0.3, 0.3], [-0.5, 1.1, -0.2], [0.1, -0.3, -0.1], [0.1, 0.0, 0.0], [-0.1, 0.1, 0.0], [0.1, -0.1, 0.2], [0.1, 0.1, -0.2], [-0.3, 0.0, 0.2], [0.2, 0.0, 0.0], [-0.1, 0.1, -0.2], [0.0, 0.0, 0.1], [0.0, 0.0, 0.0], [0.0, 0.0, 0.0], [0.1, 0.0, -0.1], [0.1, 0.0, 0.0], [0.0, -0.1, 0.0]], "nbo_charge": [1.231, -0.662, 0.270, -0.251, -0.159, -0.245, 0.202, -0.447, 0.229, -0.225, -0.154, -0.261, 0.286, -0.496, 0.165, -0.255, -0.168, -0.252, 0.273, -0.660, -0.438, 0.246, 0.200, 0.255, 0.206, 0.205, 0.211, 0.219, 0.211, 0.212, 0.208, 0.207, 0.209, 0.199, 0.245, 0.262, -0.406, 0.205, -0.409, 0.087, -0.329, 0.686, -0.333, -0.335, 2.383, -0.969, -0.957, -1.043, -0.694, 0.781, -0.822, -0.113, -0.186, -0.265, 0.200, -0.494, 0.241, -0.504, 0.279, -0.251, 0.228, 0.217, 0.141, 0.152, 0.233]}